i:
DFT (ωB97M-V with the def2-TZVPD basis set) results for C3H11N3PS as an isolated structure.

```
! RIJCOSX wB97M-V def2-TZVPD def2/J DEFGRID3
* xyz 1 1
C -1.315 -1.341 -0.176
C -2.308 -0.305 -0.486
C -2.931 -0.148 -1.741
N 2.813 0.364 1.635
N 0.492 1.591 0.652
N 1.784 0.049 -0.787
P 1.436 0.221 0.757
S 0.335 -1.295 1.542
H -0.775 -1.824 -1.045
H -1.572 -2.185 0.410
H -2.539 0.283 0.308
H -2.688 -0.542 -2.679
H -3.851 0.495 -1.735
H 3.579 0.721 1.057
H 2.900 0.212 2.602
H -0.384 1.414 0.319
H 0.473 2.021 1.568
H 2.124 0.985 -1.063
H 2.424 -0.717 -1.138
*
```

Summary:
E_LUMO in eV: -4.704
Gap between HOMO and LUMO in hartree: 0.31434

Per-atom Löwdin charges, elementary charge units: number 1, C, carries -0.15; number 2, C, carries -0.20; number 3, C, carries 0.11; number 4, N, carries -0.07; number 5, N, carries -0.06; number 6, N, carries -0.10; number 7, P, carries 0.19; number 8, S, carries 0.54; number 9, H, carries 0.10; number 10, H, carries 0.01; number 11, H, carries 0.06; number 12, H, carries 0.05; number 13, H, carries 0.09; number 14, H, carries 0.09; number 15, H, carries 0.06; number 16, H, carries -0.01; number 17, H, carries 0.08; number 18, H, carries 0.09; number 19, H, carries 0.12


ii:
DFT (ωB97M-V with the def2-TZVPD basis set) results for a 2-piece molecular cluster, C3H11N3PS overall.

```
! RIJCOSX wB97M-V def2-TZVPD def2/J DEFGRID3
* xyz 1 1
C 0.824 -0.312 -0.799
C -1.569 -0.573 0.447
C 2.779 0.654 0.401
N 0.473 0.634 -1.567
N -1.844 0.643 0.171
N 1.376 0.149 0.440
P -2.637 -1.940 -0.229
S -0.977 2.069 0.287
H 0.660 -1.432 -0.894
H -0.666 -0.638 0.900
H 3.282 0.189 -0.475
H 2.739 1.708 0.164
H 3.299 0.570 1.380
H 0.062 0.373 -2.404
H -2.735 0.796 -0.339
H 0.406 1.376 0.498
H 1.354 -0.599 1.224
H -3.856 -1.244 -0.250
H -2.970 -2.423 1.047
*
```

Summary:
E_LUMO (alpha / beta) in eV: -4.369 / -4.369
Gap between HOMO and LUMO (alpha / beta) in hartree: 0.31165 / 0.31162

Per-atom Löwdin charges, elementary charge units: number 1, C, carries -0.34; number 2, C, carries -0.43; number 3, C, carries -0.06; number 4, N, carries 0.10; number 5, N, carries -0.45; number 6, N, carries -0.18; number 7, P, carries 0.89; number 8, S, carries 0.85; number 9, H, carries 0.15; number 10, H, carries 0.02; number 11, H, carries 0.10; number 12, H, carries 0.08; number 13, H, carries 0.11; number 14, H, carries 0.05; number 15, H, carries 0.11; number 16, H, carries 0.00; number 17, H, carries 0.17; number 18, H, carries -0.09; number 19, H, carries -0.08


Q: What are the energies relative to the best structure? A: i 0.0000; ii 0.1173, in hartree.


i:
DFT (ωB97M-V with the def2-TZVPD basis set) results for an isolated molecule of C3H5NO2S2.

```
! RIJCOSX wB97M-V def2-TZVPD def2/J DEFGRID3
* xyz 0 1
O 3.675 0.150 0.099
C 2.631 -0.406 0.492
N 1.716 -1.037 -0.399
S 0.154 -1.126 0.059
C -0.477 0.533 -0.070
O 0.296 1.419 -0.218
C -1.911 0.781 0.132
S -3.101 -0.618 0.156
H 2.249 -0.468 1.582
H 2.024 -0.877 -1.323
H -2.204 1.519 -0.506
H -1.960 1.175 1.178
H -3.093 -1.044 -1.184
*
```

Summary:
E_LUMO in eV: 0.387
Gap between HOMO and LUMO in hartree: 0.36444
Structure (SMILES): O=CNSC(=O)CS

Per-atom Löwdin charges, elementary charge units: number 1, O, carries 0.01; number 2, C, carries -0.35; number 3, N, carries -0.35; number 4, S, carries 0.97; number 5, C, carries -0.78; number 6, O, carries 0.05; number 7, C, carries -0.52; number 8, S, carries 0.67; number 9, H, carries 0.14; number 10, H, carries 0.09; number 11, H, carries 0.05; number 12, H, carries 0.11; number 13, H, carries -0.10


ii:
DFT (ωB97M-V with the def2-TZVPD basis set) results for an isolated molecule of C3H5NO2S2.

```
! RIJCOSX wB97M-V def2-TZVPD def2/J DEFGRID3
* xyz 0 1
O -1.093 -1.535 -0.460
C -1.824 -0.526 -0.075
S -3.428 -0.422 -0.224
C -1.019 0.727 0.532
O -0.308 1.418 -0.477
C 1.010 1.032 -0.542
N 1.432 -0.070 0.001
S 3.004 -0.678 -0.154
H -0.175 -1.297 -0.449
H -1.673 1.517 0.856
H -0.331 0.191 1.278
H 1.744 1.693 -0.920
H 2.661 -2.049 0.635
*
```

Summary:
E_LUMO in eV: -0.083
Gap between HOMO and LUMO in hartree: 0.31544
Structure (SMILES): OC(=S)CO/C=N/S

Per-atom Löwdin charges, elementary charge units: number 1, O, carries 0.03; number 2, C, carries -0.87; number 3, S, carries 0.73; number 4, C, carries -0.19; number 5, O, carries -0.05; number 6, C, carries -0.26; number 7, N, carries -0.47; number 8, S, carries 0.65; number 9, H, carries 0.06; number 10, H, carries 0.11; number 11, H, carries 0.14; number 12, H, carries 0.12; number 13, H, carries 0.00


Q: What are the energies relative to the best structure? A: i 0.0000; ii 0.0698, in hartree.


i:
DFT (ωB97M-V with the def2-TZVPD basis set) results for an isolated molecule of C3H6N2O.

```
! RIJCOSX wB97M-V def2-TZVPD def2/J DEFGRID3
* xyz 0 3
C -2.066 0.677 -0.333
C -2.411 -0.537 0.187
C 2.350 0.302 0.040
N -0.914 1.330 0.105
N 0.954 -0.019 -0.310
O 0.274 1.006 0.210
H -2.729 1.368 -0.957
H -1.768 -1.070 0.832
H -3.318 -0.961 0.003
H 2.831 -0.039 -0.941
H 2.498 1.465 0.095
H 2.797 -0.314 0.779
*
```

Summary:
E_LUMO (alpha / beta) in eV: 1.138 / -1.219
Gap between HOMO and LUMO (alpha / beta) in hartree: 0.31496 / 0.27817

Per-atom Löwdin charges, elementary charge units: number 1, C, carries -0.19; number 2, C, carries 0.03; number 3, C, carries -0.10; number 4, N, carries -0.02; number 5, N, carries 0.02; number 6, O, carries -0.19; number 7, H, carries 0.12; number 8, H, carries 0.04; number 9, H, carries 0.01; number 10, H, carries 0.09; number 11, H, carries 0.12; number 12, H, carries 0.05


ii:
DFT (ωB97M-V with the def2-TZVPD basis set) results for a 2-piece molecular cluster, C3H6N2O overall.

```
! RIJCOSX wB97M-V def2-TZVPD def2/J DEFGRID3
* xyz 0 3
C -0.128 -1.320 -0.332
C 0.491 -0.146 -0.549
C 1.756 0.399 0.038
N -2.390 0.728 0.535
N -1.307 1.003 0.715
O -3.539 0.691 0.460
H -1.119 -1.432 -0.831
H -0.003 -1.908 0.540
H 0.141 0.399 -1.412
H 2.295 -0.322 0.562
H 1.297 1.030 0.869
H 2.507 0.878 -0.597
*
```

Summary:
E_LUMO (alpha / beta) in eV: 0.954 / -1.820
Gap between HOMO and LUMO (alpha / beta) in hartree: 0.22940 / 0.36088

Per-atom Löwdin charges, elementary charge units: number 1, C, carries -0.04; number 2, C, carries -0.32; number 3, C, carries -0.10; number 4, N, carries -0.28; number 5, N, carries 0.24; number 6, O, carries 0.11; number 7, H, carries 0.07; number 8, H, carries 0.04; number 9, H, carries 0.09; number 10, H, carries 0.04; number 11, H, carries 0.09; number 12, H, carries 0.08


Q: What are the energies relative to the best structure? A: i 0.0261; ii 0.0000, in hartree.


i:
DFT (ωB97M-V with the def2-TZVPD basis set) results for a 3-piece molecular cluster, CH6NO4 overall.

```
! RIJCOSX wB97M-V def2-TZVPD def2/J DEFGRID3
* xyz -1 1
N -0.042 2.825 -0.202
C 0.456 1.612 0.609
O 1.174 0.829 -0.127
O 0.203 1.517 1.850
H 0.598 3.104 -1.001
H -0.071 3.494 0.628
H -0.746 -3.003 -0.198
H -0.278 -3.711 1.077
O -0.731 -3.917 0.196
H -0.832 -0.983 -1.368
H 0.563 -0.533 -0.811
O -0.293 -1.234 -0.654
*
```

Summary:
E_LUMO in eV: 4.061
Gap between HOMO and LUMO in hartree: 0.32995

Per-atom Löwdin charges, elementary charge units: number 1, N, carries 0.02; number 2, C, carries -0.72; number 3, O, carries -0.17; number 4, O, carries -0.09; number 5, H, carries 0.06; number 6, H, carries 0.06; number 7, H, carries -0.01; number 8, H, carries 0.06; number 9, O, carries -0.15; number 10, H, carries -0.02; number 11, H, carries 0.11; number 12, O, carries -0.15


ii:
DFT (ωB97M-V with the def2-TZVPD basis set) results for a 3-piece molecular cluster, CH6NO4 overall.

```
! RIJCOSX wB97M-V def2-TZVPD def2/J DEFGRID3
* xyz -1 1
N -1.511 1.152 0.748
C -0.846 0.025 0.225
O 0.380 -0.076 0.513
O -1.547 -0.765 -0.436
H -1.025 1.970 1.070
H -2.413 1.336 0.344
H 0.896 -1.914 0.279
H -0.046 -2.874 -0.391
O 0.896 -2.749 -0.225
H 1.974 0.966 -0.062
H 1.195 1.365 -1.239
O 2.047 1.565 -0.825
*
```

Summary:
E_LUMO in eV: 4.183
Gap between HOMO and LUMO in hartree: 0.33340

Per-atom Löwdin charges, elementary charge units: number 1, N, carries 0.09; number 2, C, carries -0.83; number 3, O, carries -0.12; number 4, O, carries -0.07; number 5, H, carries 0.06; number 6, H, carries 0.06; number 7, H, carries -0.01; number 8, H, carries 0.01; number 9, O, carries -0.11; number 10, H, carries 0.01; number 11, H, carries 0.02; number 12, O, carries -0.11


iii:
DFT (ωB97M-V with the def2-TZVPD basis set) results for a 3-piece molecular cluster, CH6NO4 overall.

```
! RIJCOSX wB97M-V def2-TZVPD def2/J DEFGRID3
* xyz -1 1
N 0.665 1.693 -0.083
C -0.330 0.982 -0.782
O -0.485 -0.253 -0.393
O -0.910 1.584 -1.651
H 1.146 1.312 0.659
H 0.758 2.610 -0.298
H 1.560 -1.504 -0.285
H 0.164 -2.182 -0.377
O 0.985 -2.207 0.227
H -0.478 -0.781 1.154
H -0.033 -1.917 1.832
O -0.315 -1.033 2.141
*
```

Summary:
E_LUMO in eV: 4.061
Gap between HOMO and LUMO in hartree: 0.32303

Per-atom Löwdin charges, elementary charge units: number 1, N, carries 0.14; number 2, C, carries -0.79; number 3, O, carries -0.16; number 4, O, carries -0.02; number 5, H, carries 0.04; number 6, H, carries 0.02; number 7, H, carries 0.10; number 8, H, carries 0.07; number 9, O, carries -0.18; number 10, H, carries 0.00; number 11, H, carries -0.02; number 12, O, carries -0.19


Q: What are the energies relative to the best structure? A: i 0.0437; ii 0.0000; iii 0.0368, in hartree.